The following is a quantum chemistry calculation of a single C2H3NO2 molecule in a non-equilibrium geometry, from the Open Molecules 2025 dataset.

Structure (XYZ):
```
8
Properties=species:S:1:pos:R:3:lowdin_charge:R:1
O 0.91629 1.17251 2.00623 -0.006
C 0.44422 0.34662 1.13433 -0.226
N 0.07665 0.52176 -0.24746 0.047
C -0.31547 -0.60357 -0.95562 -0.365
O -0.89047 -0.68969 -2.05103 0.019
H 0.04117 -0.59677 1.49676 0.120
H -0.38037 1.36896 -0.96192 0.268
H 0.10799 -1.51982 -0.42128 0.142
```

Orbital gap   10.8 eV
SMILES string   O=CNC=O
Relative energy (zero: lowest compared OMol25 entry of this formula, charge and spin)   39.6 kcal/mol
Charge   0
HOMO level   -10.78 eV
Lowest unoccupied orbital energy   0.01 eV
Total energy   -283.194836 hartree